[1]
The following is a quantum chemistry calculation of a single C2H3NS2 molecule in a non-equilibrium geometry, from the OMol25 dataset.

For the LUMO energy, the calculation gives 0.54 eV. The calculation puts the HOMO-LUMO gap at 8.927 eV. The total charge is 0. The value obtained for the energy above the lowest of the compared OMol25 structures with the same formula, charge and spin is 13.4 kcal per mole. As for the SMILES: C1=NSCS1.

Structure (XYZ):
```
8
C2H3NS2 (ωB97M-V with the def2-TZVPD basis set)
C 0.91 0.67 0.32
C -1.15 -0.63 -0.40
H 0.72 0.93 1.32
H 1.53 1.40 -0.11
H -2.17 -0.87 -0.69
N -0.35 -1.56 0.05
S -0.70 1.12 -0.57
S 1.21 -1.07 0.09
```

***

[2]
The following is a quantum chemistry calculation of 2 unconnected molecules or ions with the total composition C2H3NS3 in a non-equilibrium geometry, from the OMol25 dataset.

For the LUMO energy (spin up / spin down), the calculation gives -0.23 / -0.23 eV. The calculation puts the HOMO-LUMO gap (spin up / spin down) at 7.891 / 7.890 eV. The total charge is 0. The value obtained for the energy above the lowest of the compared OMol25 structures with the same formula, charge and spin is 40.6 kcal per mole.

Structure (XYZ):
```
9
C2H3NS3 (ωB97M-V with the def2-TZVPD basis set)
C -2.40 -0.89 -2.71
C -1.58 2.47 -0.66
N -1.71 1.45 0.13
S -3.01 0.54 -2.75
S -1.63 -2.25 -2.86
S -0.76 0.08 0.15
H -1.05 2.45 -1.65
H -2.24 3.29 -0.43
H -2.41 1.73 0.94
```

***

[3]
The following is a quantum chemistry calculation of a single C2H3NS3 molecule in a non-equilibrium geometry, from the OMol25 dataset.

For the LUMO energy, the calculation gives -2.16 eV. The calculation puts the HOMO-LUMO gap at 6.681 eV. The total charge is 0. The value obtained for the energy above the lowest of the compared OMol25 structures with the same formula, charge and spin is 19.3 kcal per mole. As for the SMILES: NC(=S)C(=S)S.

Structure (XYZ):
```
9
C2H3NS3 (ωB97M-V with the def2-TZVPD basis set)
C -0.20 -0.62 0.05
C -0.09 0.79 0.03
N 0.89 -1.45 0.09
S -1.68 -1.45 -0.01
S 1.37 1.61 -0.01
S -1.62 1.64 0.01
H 1.71 -1.12 -0.29
H 0.72 -2.28 -0.39
H -1.10 2.88 0.53
```

***

[4]
The following is a quantum chemistry calculation of a molecular structure, C2H3NS3 in a non-equilibrium geometry, from the OMol25 dataset.

For the LUMO energy, the calculation gives 0.48 eV. The calculation puts the HOMO-LUMO gap at 9.081 eV. The total charge is 0. The value obtained for the energy above the lowest of the compared OMol25 structures with the same formula, charge and spin is 21.9 kcal per mole.

Structure (XYZ):
```
9
C2H3NS3 (ωB97M-V with the def2-TZVPD basis set)
C -0.66 1.46 0.17
C 0.36 -0.79 -0.57
N -1.71 0.80 0.10
S 0.90 0.91 -0.31
S -1.55 -0.66 -0.65
S 0.86 -1.99 0.75
H -0.46 2.36 0.77
H 0.77 -1.13 -1.59
H 1.49 -0.96 1.33
```